Molecular formula: C4H12N4
Method: DFT, ωB97M-V/def2-TZVPD

As for the frontier orbital gap: 8.4 eV. As for the SMILES: C=NN[C@](C)(N)NC. Its highest occupied orbital energy is -7.543 eV.

Each atom is followed by the atoms it is bonded to, with distances in Å.
Element x y z (Å)
1 C -0.225 -0.740 -1.744  N2 1.449, H6 1.090, H7 1.091, H8 1.093
2 N -0.208 -0.756 -0.295  C1 1.449, H5 1.018, C12 1.551
3 C -2.564 0.834 0.067  N4 1.284, H9 1.094, H10 1.093
4 N -1.592 0.370 0.765  C3 1.284, N14 1.758
5 H -0.408 -1.669 0.108  N2 1.018
6 H 0.275 0.130 -2.172  C1 1.090
7 H -1.245 -0.729 -2.131  C1 1.091
8 H 0.304 -1.610 -2.140  C1 1.093
9 H -2.460 1.298 -0.918  C3 1.094
10 H -3.518 0.936 0.590  C3 1.093
11 C 1.075 -0.561 1.801  C12 1.526, H18 1.095, H19 1.091, H20 1.090
12 C 0.758 0.164 0.496  N2 1.551, C11 1.526, N13 1.431, N14 1.427
13 N 1.959 0.483 -0.214  C12 1.431, H15 1.013, H16 1.010
14 N -0.093 1.287 0.725  N4 1.758, C12 1.427, H17 1.021
15 H 2.720 -0.185 -0.186  N13 1.013
16 H 1.878 1.038 -1.055  N13 1.010
17 H -0.125 1.918 -0.077  N14 1.021
18 H 1.674 -1.459 1.617  C11 1.095
19 H 0.157 -0.858 2.310  C11 1.091
20 H 1.636 0.110 2.452  C11 1.090

Results of the natural (NBO) charge analysis, in e, for atoms 1 through 4: atom 1 (C): -0.424, atom 2 (N): -0.593, atom 3 (C): -0.261, atom 4 (N): -0.194

---

Molecular formula: C4H12N4
Method: DFT, ωB97M-V/def2-TZVPD

As for the frontier orbital gap: 8.9 eV. As for the SMILES: CCN(C)/N=C\NN. Its highest occupied orbital energy is -7.905 eV.

Each atom is followed by the atoms it is bonded to, with distances in Å.
Element x y z (Å)
1 C -0.263 2.222 -1.142  C2 1.526, H5 1.076, H6 1.098, H7 1.113
2 C -0.623 1.773 0.270  C1 1.526, H8 1.107, H9 1.079, N17 1.455
3 C -0.454 0.128 1.988  H10 1.100, H11 1.135, H12 1.096, N17 1.473
4 C 1.223 -1.013 -0.371  H13 1.119, N18 1.280, N19 1.354
5 H 0.792 2.159 -1.347  C1 1.076
6 H -0.893 1.648 -1.834  C1 1.098
7 H -0.500 3.294 -1.332  C1 1.113
8 H -1.713 1.926 0.383  C2 1.107
9 H -0.049 2.378 0.956  C2 1.079
10 H -0.140 -0.891 2.261  C3 1.100
11 H 0.244 0.841 2.528  C3 1.135
12 H -1.491 0.381 2.238  C3 1.096
13 H 2.238 -1.230 -0.791  C4 1.119
14 H -0.645 -1.830 -0.104  N19 1.037
15 H 0.443 -4.003 -0.725  N20 1.040
16 H 0.127 -3.138 -2.112  N20 0.998
17 N -0.276 0.388 0.549  C2 1.455, C3 1.473, N18 1.399
18 N 1.056 0.104 0.230  C4 1.280, N17 1.399
19 N 0.326 -2.027 -0.412  C4 1.354, H14 1.037, N20 1.386
20 N 0.598 -3.109 -1.233  H15 1.040, H16 0.998, N19 1.386

Results of the natural (NBO) charge analysis, in e, for atoms 1 through 4: atom 1 (C): -0.615, atom 2 (C): -0.217, atom 3 (C): -0.425, atom 4 (C): 0.279

---

Molecular formula: C4H12N4O8
Method: DFT, ωB97M-V/def2-TZVPD

As for the frontier orbital gap (spin up / spin down): 3.1 / 6.9 eV. Its multiplicity is 2. As for the expectation value of S²: 0.75. Its charge is -1. Its highest occupied orbital energy (spin up / spin down) is -0.717 / -4.544 eV.

Each atom is followed by the atoms it is bonded to, with distances in Å.
Element x y z (Å)
1 C -4.290 1.798 -2.800  N2 1.499, H5 1.090, H6 1.090, H7 1.090
2 N -3.532 1.565 -4.072  C1 1.499, O3 1.232, O4 1.199
3 O -2.497 0.900 -3.998  N2 1.232
4 O -4.030 2.078 -5.034  N2 1.199
5 H -5.358 1.776 -3.021  C1 1.090
6 H -4.008 2.825 -2.569  C1 1.090
7 H -4.071 1.083 -2.007  C1 1.090
8 C 1.679 -3.225 1.834  N9 1.477, H12 1.090, H13 1.090, H14 1.090
9 N 1.867 -3.831 0.500  C8 1.477, O10 1.264, O11 1.209
10 O 2.026 -5.084 0.517  N9 1.264
11 O 1.680 -3.152 -0.482  N9 1.209
12 H 2.033 -3.975 2.541  C8 1.090
13 H 0.598 -3.214 1.970  C8 1.090
14 H 2.160 -2.257 1.978  C8 1.090
15 C -0.272 -0.424 -0.001  N16 1.509, H19 1.090, H20 1.090, H21 1.090
16 N -1.393 0.230 -0.773  C15 1.509, O17 1.209, O18 1.221
17 O -2.289 -0.461 -1.197  N16 1.209
18 O -1.334 1.431 -0.982  N16 1.221
19 H -0.647 -0.960 0.871  C15 1.090
20 H 0.405 0.339 0.381  C15 1.090
21 H 0.085 -1.222 -0.652  C15 1.090
22 C 3.288 2.573 2.384  N23 1.513, H26 1.090, H27 1.090, H28 1.090
23 N 2.670 1.193 2.445  C22 1.513, O24 1.206, O25 1.253
24 O 1.503 1.103 2.736  N23 1.206
25 O 3.516 0.274 2.358  N23 1.253
26 H 2.657 3.211 1.765  C22 1.090
27 H 4.248 2.577 1.869  C22 1.090
28 H 3.310 2.848 3.439  C22 1.090

Results of the natural (NBO) charge analysis, in e, for atoms 1 through 4: atom 1 (C): -0.492, atom 2 (N): 0.540, atom 3 (O): -0.364, atom 4 (O): -0.389

---

Listing energy relative to the best compared isomer or geometry (same formula, charge and spin) for the structures above in their given order: 109.31; 61.01; 0.00 kcal/mol.
Listing F_max for the structures above in their given order: 3.7; 2.2; 6.8 eV/Å.